Below is C25H62Br3N3O3 as an isolated structure, with properties calculated with the ωB97M-V functional and the def2-TZVPD basis.

Calculated values
frontier orbital gap	9.22	eV
relative energy (zero: lowest compared OMol25 entry of this formula, charge and spin)	5.0	kcal/mol

Structure (ORCA input):
```
! wB97M-V def2-TZVPD RIJCOSX def2/J DEFGRID3
* xyz 0 1
C -2.05 -0.72 -0.23
Br -0.51 -1.59 0.59
Br -2.45 1.05 0.49
Br -3.62 -1.86 0.05
H -1.81 -0.61 -1.28
C -1.15 3.68 -4.80
C -1.36 2.25 -4.34
C -0.64 1.81 -3.05
C 0.85 1.64 -3.31
C 1.74 1.45 -2.07
C 3.22 1.40 -2.34
H -0.17 3.94 -5.19
H -1.41 4.40 -4.01
H -1.85 3.87 -5.62
H -2.43 2.09 -4.15
H -1.14 1.60 -5.19
H -1.09 0.95 -2.55
H -0.81 2.65 -2.36
H 0.97 0.76 -3.96
H 1.24 2.45 -3.94
H 1.56 2.29 -1.39
H 1.36 0.53 -1.62
H 3.47 0.72 -3.16
H 3.63 2.36 -2.66
H 3.66 1.03 -1.41
C 1.41 0.47 7.66
C 0.22 -0.40 7.38
C 0.56 -1.88 7.15
C 1.10 -2.29 5.77
C 0.07 -2.60 4.67
C -0.68 -1.38 4.11
H 1.76 0.40 8.69
H 1.16 1.54 7.61
H 2.18 0.30 6.90
H -0.62 -0.24 8.06
H -0.32 -0.06 6.48
H -0.15 -2.62 7.52
H 1.38 -2.06 7.85
H 1.82 -1.53 5.44
H 1.66 -3.21 5.91
H 0.66 -3.09 3.89
H -0.64 -3.33 5.04
H -1.40 -1.66 3.35
H -1.19 -0.84 4.90
H 0.00 -0.65 3.66
C -2.49 4.38 -0.73
C -3.41 5.42 -0.12
C -4.40 4.83 0.89
O -5.34 5.80 1.24
C -6.30 5.33 2.18
N -2.54 6.46 0.50
H -3.10 3.54 -1.04
H -1.70 4.19 0.00
H -1.99 4.71 -1.64
H -4.01 5.98 -0.85
H -3.85 4.33 1.70
H -4.98 4.07 0.33
H -6.87 6.18 2.53
H -5.92 4.77 3.04
H -6.93 4.64 1.61
H -2.13 7.05 -0.21
H -3.18 7.07 1.01
C -1.66 -3.97 -3.70
C -0.97 -2.70 -3.16
C 0.49 -2.61 -3.60
O 0.60 -2.55 -5.00
C 1.87 -2.18 -5.48
N -1.81 -1.57 -3.56
H -1.09 -4.86 -3.40
H -1.66 -3.91 -4.78
H -2.70 -4.03 -3.38
H -0.98 -2.67 -2.07
H 0.98 -3.47 -3.14
H 0.90 -1.68 -3.19
H 2.04 -1.10 -5.54
H 1.79 -2.36 -6.57
H 2.63 -2.82 -5.04
H -1.41 -0.98 -4.28
H -2.75 -1.81 -3.85
C 4.51 -2.70 2.16
C 4.32 -2.86 0.66
C 2.96 -3.49 0.32
O 2.73 -3.79 -1.03
C 3.41 -4.93 -1.48
N 4.47 -1.53 0.08
H 5.44 -2.22 2.44
H 4.45 -3.70 2.61
H 3.65 -2.12 2.52
H 5.06 -3.57 0.27
H 2.11 -2.93 0.72
H 2.81 -4.38 0.96
H 2.99 -5.86 -1.08
H 4.49 -4.87 -1.34
H 3.21 -5.04 -2.55
H 4.31 -1.57 -0.93
H 3.79 -0.89 0.45
*
```

Below is one molecule with the formula C4H6O2, with properties calculated with the ωB97M-V functional and the def2-TZVPD basis.

Calculated values
SMILES string	CC(=O)CC=O
frontier orbital gap	10.50	eV
relative energy (zero: lowest compared OMol25 entry of this formula, charge and spin)	18.2	kcal/mol

Structure (ORCA input):
```
! wB97M-V def2-TZVPD RIJCOSX def2/J DEFGRID3
* xyz 0 1
C 1.77 0.51 -0.22
C 0.28 0.63 0.00
O -0.24 1.71 0.22
C -0.54 -0.65 -0.03
C -2.01 -0.44 0.27
O -2.86 -1.24 -0.06
H 2.05 -0.39 -0.77
H 2.26 0.49 0.76
H 2.12 1.41 -0.75
H -0.43 -1.16 -0.99
H -0.14 -1.35 0.72
H -2.26 0.47 0.85
*
```

Below is CHOP3 as an isolated structure, with properties calculated with the ωB97M-V functional and the def2-TZVPD basis.

Calculated values
frontier orbital gap (spin up / spin down)	6.22 / 6.23	eV
relative energy (zero: lowest compared OMol25 entry of this formula, charge and spin)	81.7	kcal/mol

Structure (ORCA input):
```
! wB97M-V def2-TZVPD RIJCOSX def2/J DEFGRID3
* xyz 0 1
C -1.26 0.65 -0.39
O 1.01 -0.82 -0.24
P -0.70 -1.18 -0.29
P 0.04 1.79 -0.18
P 1.85 0.55 -0.31
H -0.95 -1.00 1.41
*
```

Below is a 4-piece molecular cluster, C28H66O5PS overall, with properties calculated with the ωB97M-V functional and the def2-TZVPD basis.

Calculated values
frontier orbital gap	7.49	eV

Structure (ORCA input):
```
! wB97M-V def2-TZVPD RIJCOSX def2/J DEFGRID3
* xyz 1 1
C 2.93 3.19 -2.22
C 4.18 2.16 -2.51
C 3.71 0.58 -2.70
O 2.41 0.34 -2.04
C 2.10 -1.10 -1.96
S 0.62 -1.47 -3.11
O 1.06 -2.98 -3.83
C -0.91 -1.72 -2.07
C -2.32 -1.23 -2.83
P -3.22 0.16 -1.89
O -2.77 0.33 -0.37
O -4.93 -0.33 -1.82
C -5.74 0.74 -1.21
C -6.42 1.77 -2.29
O -3.20 1.72 -2.65
C -2.16 1.84 -3.68
C -2.84 1.57 -5.17
H 1.92 2.84 -2.75
H 3.20 4.26 -2.66
H 2.75 3.28 -1.05
H 4.97 2.23 -1.62
H 4.73 2.55 -3.47
H 4.54 -0.09 -2.17
H 3.71 0.36 -3.86
H 1.76 -1.30 -0.83
H 3.02 -1.76 -2.25
H 0.25 -3.45 -4.19
H -0.98 -2.88 -1.82
H -0.76 -1.18 -1.04
H -3.02 -2.20 -2.79
H -2.07 -1.00 -3.95
H -6.64 0.19 -0.65
H -5.17 1.39 -0.41
H -7.58 1.82 -2.07
H -5.97 2.84 -2.10
H -6.30 1.42 -3.41
H -1.18 1.23 -3.48
H -1.83 2.98 -3.69
H -4.02 1.68 -5.00
H -2.55 0.55 -5.66
H -2.55 2.49 -5.88
C 7.66 0.95 -4.38
C 7.74 2.36 -4.96
C 6.64 2.65 -5.98
C 6.63 1.77 -7.23
C 7.93 1.80 -8.05
C 8.26 3.17 -8.62
H 7.80 0.19 -5.14
H 8.45 0.81 -3.63
H 6.70 0.79 -3.89
H 8.73 2.51 -5.41
H 7.66 3.08 -4.14
H 6.71 3.71 -6.27
H 5.66 2.55 -5.48
H 5.80 2.09 -7.87
H 6.42 0.74 -6.95
H 7.82 1.09 -8.89
H 8.77 1.43 -7.45
H 7.45 3.54 -9.25
H 9.17 3.11 -9.23
H 8.44 3.90 -7.82
C -2.79 -2.18 1.40
C -2.00 -1.11 2.14
C -0.53 -1.49 2.37
C -0.29 -2.73 3.23
C -0.90 -2.68 4.64
C -0.33 -1.57 5.50
H -2.84 -3.11 1.97
H -3.81 -1.83 1.23
H -2.34 -2.39 0.43
H -2.49 -0.89 3.10
H -2.03 -0.18 1.56
H -0.01 -0.63 2.82
H -0.05 -1.65 1.39
H 0.79 -2.89 3.32
H -0.68 -3.61 2.71
H -0.71 -3.64 5.13
H -1.99 -2.58 4.58
H 0.76 -1.67 5.60
H -0.77 -1.61 6.51
H -0.55 -0.58 5.09
C -4.40 -2.76 6.75
C -3.83 -1.46 7.29
C -3.32 -1.57 8.73
C -4.39 -1.92 9.78
C -5.57 -0.96 9.86
C -5.17 0.45 10.26
H -5.29 -3.08 7.31
H -4.71 -2.63 5.71
H -3.66 -3.56 6.79
H -4.58 -0.67 7.21
H -2.99 -1.16 6.65
H -2.84 -0.63 9.01
H -2.54 -2.34 8.77
H -3.90 -1.97 10.76
H -4.77 -2.93 9.59
H -6.28 -1.34 10.61
H -6.11 -0.93 8.91
H -4.66 0.46 11.23
H -6.06 1.08 10.35
H -4.52 0.91 9.51
*
```

Below is a 11-piece molecular cluster, C4H29NO10 overall, with properties calculated with the ωB97M-V functional and the def2-TZVPD basis.

Calculated values
SMILES string	C=C(C)NC.O.O.O.O.O.O.O.O.O.O
frontier orbital gap	8.30	eV
relative energy (zero: lowest compared OMol25 entry of this formula, charge and spin)	95.9	kcal/mol

Structure (ORCA input):
```
! wB97M-V def2-TZVPD RIJCOSX def2/J DEFGRID3
* xyz 0 1
C 2.70 1.12 2.67
C 1.93 0.86 1.37
C 2.28 -0.10 0.50
C 0.77 2.91 1.47
N 0.70 1.48 1.44
H 3.40 0.28 2.93
H 2.03 1.26 3.52
H 3.20 2.09 2.53
H 3.08 -0.79 0.67
H 1.87 -0.07 -0.43
H 1.70 3.57 1.63
H -0.01 3.11 2.32
H 0.28 3.36 0.59
H -0.02 1.18 0.80
H -2.90 -2.41 -1.11
H -2.66 -0.93 -1.03
O -3.35 -1.59 -0.86
H 1.07 -3.65 1.84
H 1.98 -2.92 0.81
O 1.46 -3.73 0.94
H -2.56 -1.39 0.82
H -1.67 -0.42 1.46
O -2.05 -1.26 1.66
H 0.03 -1.91 2.80
H -1.29 -2.48 3.26
O -0.47 -2.69 3.08
H -2.05 1.09 -0.77
H -2.78 0.73 0.47
O -2.02 1.28 0.21
H -3.62 1.46 -2.31
H -2.18 1.56 -2.57
O -2.86 0.94 -2.36
H 0.62 -3.70 -1.80
H 0.08 -3.54 -0.39
O -0.01 -3.33 -1.28
H 1.86 0.88 -3.64
H 2.09 1.08 -2.04
O 1.76 1.50 -2.84
H -0.61 -1.63 -1.63
H -0.46 -0.39 -2.62
O -0.60 -0.72 -1.68
H -0.03 2.02 -3.99
H -0.07 3.25 -2.89
O -0.62 2.63 -3.53
*
```

Below is C7H20AsBr4IO2P as an isolated structure, with properties calculated with the ωB97M-V functional and the def2-TZVPD basis.

Calculated values
frontier orbital gap	5.06	eV

Structure (ORCA input):
```
! wB97M-V def2-TZVPD RIJCOSX def2/J DEFGRID3
* xyz -1 1
O -3.58 2.12 0.22
C -2.86 1.68 -0.97
C -1.38 1.69 -0.67
C -0.45 1.21 -1.77
As -0.55 2.15 -3.58
P -0.37 4.39 -2.71
O -1.87 4.77 -1.97
I 1.35 4.48 -0.91
H -3.54 3.08 0.17
H -3.23 0.67 -1.15
H -3.14 2.36 -1.76
H -1.13 2.69 -0.30
H -1.26 1.02 0.18
H 0.57 1.34 -1.42
H -0.54 0.15 -1.97
H -2.13 2.20 -3.57
H -0.58 2.91 -4.98
H 1.04 2.13 -3.68
H -0.60 0.75 -4.34
H -2.44 4.98 -2.73
Br 0.29 0.83 3.11
C 1.45 -0.70 2.78
C 2.02 -0.67 1.38
Br 0.70 -1.20 0.05
H 0.86 -1.59 2.97
H 2.25 -0.62 3.51
H 2.83 -1.39 1.29
H 2.37 0.31 1.09
Br 2.44 -4.65 0.67
C 1.95 -5.75 2.19
C 1.33 -4.92 3.29
Br 2.68 -3.92 4.27
H 2.85 -6.27 2.51
H 1.23 -6.47 1.81
H 0.86 -5.57 4.03
H 0.61 -4.21 2.92
*
```

Below is a 4-piece molecular cluster, C24H56BrN3O overall, with properties calculated with the ωB97M-V functional and the def2-TZVPD basis.

Calculated values
frontier orbital gap	7.35	eV
relative energy (zero: lowest compared OMol25 entry of this formula, charge and spin)	99.9	kcal/mol

Structure (ORCA input):
```
! wB97M-V def2-TZVPD RIJCOSX def2/J DEFGRID3
* xyz 2 1
Br -13.37 -5.16 1.66
C -9.25 -6.51 -4.00
C -8.03 -5.96 -3.21
N -7.19 -7.06 -2.44
C -6.33 -7.84 -3.49
C -6.33 -6.40 -1.32
C -5.23 -7.29 -0.55
C -8.16 -8.03 -1.66
C -9.27 -7.23 -0.80
O -10.24 -8.27 -0.53
C -11.37 -7.92 0.38
H -9.87 -5.70 -4.36
H -10.01 -7.01 -3.40
H -8.86 -7.06 -4.86
H -8.24 -5.28 -2.39
H -7.34 -5.53 -3.94
H -5.75 -8.58 -2.93
H -5.61 -7.19 -3.98
H -7.00 -8.26 -4.24
H -7.04 -5.90 -0.67
H -5.70 -5.74 -1.92
H -4.61 -7.87 -1.23
H -5.74 -7.94 0.15
H -4.69 -6.56 0.06
H -7.51 -8.59 -0.98
H -8.48 -8.87 -2.28
H -9.73 -6.41 -1.34
H -8.91 -6.88 0.17
H -11.95 -7.07 0.00
H -10.75 -7.59 1.21
H -11.99 -8.77 0.66
C -8.59 -4.91 2.28
C -9.02 -5.44 3.64
C -9.98 -4.51 4.42
N -10.73 -5.16 5.60
C -11.86 -6.08 5.07
C -9.84 -5.77 6.65
C -10.46 -5.50 7.98
C -11.72 -4.74 7.83
C -11.42 -4.15 6.46
H -9.40 -5.04 1.56
H -7.69 -5.44 1.98
H -8.23 -3.90 2.52
H -8.06 -5.27 4.13
H -9.47 -6.42 3.54
H -10.71 -4.19 3.67
H -9.39 -3.73 4.89
H -12.31 -5.35 4.40
H -12.35 -6.50 5.95
H -11.36 -6.82 4.44
H -9.83 -6.85 6.52
H -8.81 -5.42 6.58
H -10.60 -6.40 8.57
H -9.83 -4.92 8.64
H -12.55 -5.44 7.68
H -11.81 -4.08 8.69
H -12.28 -3.70 5.96
H -10.66 -3.39 6.65
C -14.22 3.02 3.92
C -14.60 1.90 4.73
C -14.31 0.53 4.13
N -14.40 -0.64 5.14
C -13.70 -0.36 6.51
C -13.87 -1.90 4.34
C -14.67 -3.12 4.63
C -16.03 -2.45 4.76
C -15.83 -1.10 5.45
H -13.13 3.00 4.02
H -14.53 4.02 4.25
H -14.41 2.97 2.85
H -15.67 2.01 4.94
H -14.17 2.14 5.70
H -13.23 0.48 3.93
H -14.91 0.44 3.23
H -12.68 -0.08 6.22
H -13.80 -1.25 7.12
H -14.20 0.49 6.98
H -12.82 -2.13 4.52
H -14.15 -1.56 3.35
H -14.52 -3.72 5.53
H -14.77 -3.73 3.73
H -16.73 -3.10 5.27
H -16.43 -2.26 3.76
H -15.93 -1.25 6.53
H -16.55 -0.34 5.15
*
```

Below is C33H41IrN11O5SSe as an isolated structure, with properties calculated with the ωB97M-V functional and the def2-TZVPD basis.

Calculated values
frontier orbital gap (spin up / spin down)	7.56 / 6.20	eV
relative energy (zero: lowest compared OMol25 entry of this formula, charge and spin)	47.9	kcal/mol

Structure (ORCA input):
```
! wB97M-V def2-TZVPD RIJCOSX def2/J DEFGRID3
* xyz 2 2
Ir 0.26 -1.54 -1.60
C 3.19 -3.71 -3.90
C 2.21 -2.77 -3.31
N 1.62 -2.91 -2.17
N 1.77 -4.08 -1.46
C 0.62 -4.42 -0.88
N 0.55 -5.56 -0.20
S -0.86 -3.44 -0.94
C 1.71 -1.59 -4.03
C 2.14 -1.23 -5.30
C 1.60 -0.11 -5.90
C 0.66 0.64 -5.22
C 0.25 0.22 -3.96
N 0.75 -0.87 -3.39
H 3.46 -4.49 -3.19
H 4.08 -3.17 -4.21
H 2.77 -4.18 -4.80
H 1.31 -6.22 -0.28
H -0.33 -5.89 0.16
H 2.89 -1.82 -5.81
H 1.91 0.18 -6.90
H 0.22 1.53 -5.64
H -0.47 0.78 -3.39
C 0.16 1.55 1.55
N 1.29 0.71 1.88
C 2.33 1.38 2.65
C 2.99 0.41 3.60
C 3.49 -0.78 2.81
N 2.43 -1.30 1.95
C 2.55 -2.70 1.62
C 1.34 -0.60 1.56
O 0.43 -1.22 0.92
H -0.41 1.80 2.45
H -0.50 1.02 0.87
H 0.51 2.48 1.09
H 1.86 2.19 3.20
H 3.07 1.83 1.97
H 2.27 0.08 4.35
H 3.82 0.88 4.13
H 3.81 -1.58 3.48
H 4.36 -0.51 2.20
H 2.24 -3.34 2.45
H 3.60 -2.92 1.40
H 1.96 -2.94 0.75
C -2.55 0.41 5.22
N -3.57 -0.04 4.29
C -3.39 -0.81 3.21
Se -1.79 -1.56 2.58
N -4.58 -0.96 2.60
C -5.56 -0.29 3.30
C -6.92 -0.13 3.09
C -7.60 0.63 4.02
C -6.95 1.21 5.12
C -5.59 1.06 5.33
C -4.90 0.30 4.39
H -1.60 -0.02 4.92
H -2.81 0.07 6.23
H -2.50 1.49 5.19
H -4.69 -1.50 1.76
H -7.43 -0.58 2.25
H -8.66 0.78 3.91
H -7.53 1.80 5.82
H -5.10 1.52 6.17
O 2.15 6.29 -0.47
C 2.59 5.88 -1.75
N 2.99 4.50 -1.64
C 2.15 3.49 -1.97
O 1.08 3.63 -2.53
C 2.61 2.10 -1.63
C 3.93 1.66 -1.58
C 4.18 0.32 -1.32
C 3.12 -0.54 -1.15
N 1.85 -0.13 -1.21
C 1.61 1.17 -1.43
H 1.80 7.18 -0.52
H 3.44 6.47 -2.08
H 1.79 5.93 -2.49
H 3.74 4.30 -1.00
H 4.75 2.34 -1.77
H 5.19 -0.05 -1.26
H 3.27 -1.59 -0.93
H 0.58 1.48 -1.48
O -1.97 -1.27 -3.82
C -2.37 -0.67 -2.86
C -3.68 0.08 -2.84
C -3.78 0.58 -1.42
C -2.56 0.00 -0.73
O -2.47 0.07 0.50
N -1.70 -0.57 -1.61
H -4.47 -0.61 -3.13
H -3.64 0.87 -3.59
H -4.68 0.26 -0.89
H -3.73 1.67 -1.32
*
```

Below is C2H3PS as an isolated structure, with properties calculated with the ωB97M-V functional and the def2-TZVPD basis.

Calculated values
frontier orbital gap	6.97	eV
relative energy (zero: lowest compared OMol25 entry of this formula, charge and spin)	14.8	kcal/mol

Structure (ORCA input):
```
! wB97M-V def2-TZVPD RIJCOSX def2/J DEFGRID3
* xyz 0 1
C -0.17 -0.41 -0.11
C 0.91 0.29 0.24
P 2.99 -0.77 -0.01
S 4.34 0.63 -0.01
H -1.28 -0.07 -0.01
H 0.11 -1.28 -0.59
H 1.03 1.20 0.73
*
```

| no. | F_max (Eh/bohr) |
| --- | --- |
| 1 | 0.044 |
| 2 | 0.010 |
| 3 | 0.091 |
| 4 | 0.117 |
| 5 | 0.169 |
| 6 | 0.038 |
| 7 | 0.070 |
| 8 | 0.027 |
| 9 | 0.066 |